1.
C4H39N2O14S | ωB97M-V/def2-TZVPD

For the LUMO energy, the calculation gives 2.03 eV. Its total charge is -1. The energy above the lowest of the compared OMol25 structures with the same formula, charge and spin is 476.48 kJ/mol. Its HOMO energy is -4.20 eV.

Bonds (Å) are listed after each position.
Positions of all 60 atoms, in Å:
1 C -1.61 1.27 0.32  C2 1.521, H8 1.058, H9 1.126, H10 1.116
2 C -0.23 1.47 0.91  C1 1.521, C3 1.546, N5 1.577, H11 1.091
3 C 0.62 2.66 0.38  C2 1.546, S4 1.869, H12 1.084, H13 1.122
4 S 1.92 2.12 -0.85  C3 1.869
5 N -0.43 1.96 2.40  C2 1.577, C6 1.507, H14 1.003
6 C -1.13 3.29 2.55  N5 1.507, N7 1.474, H15 1.102, H16 1.095
7 N -2.59 3.27 2.38  C6 1.474, H17 1.003, H18 1.030
8 H -2.25 0.58 0.82  C1 1.058
9 H -1.39 0.80 -0.68  C1 1.126
10 H -2.10 2.18 -0.10  C1 1.116
11 H 0.30 0.52 0.97  C2 1.091
12 H 0.04 3.39 -0.18  C3 1.084
13 H 1.21 3.19 1.16  C3 1.122
14 H -0.99 1.24 2.82  N5 1.003
15 H -0.78 3.64 3.54  C6 1.102
16 H -0.63 4.07 1.97  C6 1.095
17 H -3.05 2.57 2.94  N7 1.003
18 H -2.73 3.09 1.38  N7 1.030
19 H 2.00 -1.69 0.22  O21 0.964
20 H 3.03 -0.62 0.61  O21 0.962
21 O 2.48 -1.32 0.97  H19 0.964, H20 0.962
22 H -3.38 0.17 -2.26  O24 0.965
23 H -2.97 0.39 -3.65  O24 0.965
24 O -3.50 0.82 -2.96  H22 0.965, H23 0.965
25 H 3.02 -0.34 -4.60  O27 0.967
26 H 1.95 0.61 -4.60  O27 0.967
27 O 2.21 -0.18 -5.09  H25 0.967, H26 0.967
28 H 0.14 -2.32 3.89  O30 0.957
29 H -0.54 -0.75 3.59  O30 0.952
30 O -0.56 -1.67 3.85  H28 0.957, H29 0.952
31 H -0.08 -2.35 0.45  O33 0.966
32 H -0.83 -1.81 1.64  O33 0.961
33 O -0.57 -2.64 1.23  H31 0.966, H32 0.961
34 H -1.46 -1.98 -4.77  O36 0.963
35 H -0.32 -2.04 -3.82  O36 0.963
36 O -1.22 -2.39 -3.93  H34 0.963, H35 0.963
37 H 0.18 -1.22 -1.88  O39 0.965
38 H 0.37 -2.80 -1.50  O39 0.959
39 O 0.53 -1.88 -1.27  H37 0.965, H38 0.959
40 H 3.02 -3.00 -2.40  O42 0.970
41 H 2.94 -1.91 -3.33  O42 0.986
42 O 3.41 -2.77 -3.26  H40 0.970, H41 0.986
43 H 2.35 0.40 -2.53  O45 0.957
44 H 3.69 0.00 -1.89  O45 0.960
45 O 3.08 -0.21 -2.60  H43 0.957, H44 0.960
46 H -3.79 -0.30 2.17  O48 0.964
47 H -2.54 -1.15 2.34  O48 0.963
48 O -2.94 -0.32 2.62  H46 0.964, H47 0.963
49 H 0.97 -3.40 2.32  O51 0.972
50 H 2.42 -3.49 2.73  O51 0.964
51 O 1.53 -3.55 3.10  H49 0.972, H50 0.964
52 H -1.29 1.46 -2.93  O54 0.972
53 H 0.17 0.99 -3.17  O54 0.963
54 O -0.74 0.69 -3.12  H52 0.972, H53 0.963
55 H 1.61 2.70 3.79  O57 0.963
56 H 0.47 3.26 4.67  O57 0.957
57 O 1.30 2.78 4.70  H55 0.963, H56 0.957
58 H -2.91 -2.19 -0.43  O60 0.965
59 H -3.60 -3.45 0.17  O60 0.977
60 O -3.60 -2.47 0.19  H58 0.965, H59 0.977



2.
C6H9N | ωB97M-V/def2-TZVPD

For the LUMO energy, the calculation gives 0.91 eV. The energy above the lowest of the compared OMol25 structures with the same formula, charge and spin is 241.81 kJ/mol. The SMILES is Cc1c[nH]c(C)c1. Its HOMO energy is -7.78 eV.

Bonds (Å) are listed after each position.
Positions of all 16 atoms, in Å:
1 C 2.39 0.04 -1.02  C2 1.496, H8 1.092, H9 1.097, H10 1.096
2 C 1.07 -0.17 -0.34  C1 1.496, C3 1.359, C7 1.451
3 C 0.54 -1.31 0.18  C2 1.359, N4 1.380, H11 1.078
4 N -0.76 -1.01 0.53  C3 1.380, C5 1.355, H12 1.008
5 C -1.04 0.30 0.32  N4 1.355, C6 1.507, C7 1.413
6 C -2.44 0.81 0.55  C5 1.507, H13 1.095, H14 1.092, H15 1.101
7 C 0.12 0.92 -0.19  C2 1.451, C5 1.413, H16 1.118
8 H 3.19 -0.58 -0.61  C1 1.092
9 H 2.70 1.10 -1.01  C1 1.097
10 H 2.25 -0.22 -2.08  C1 1.096
11 H 0.97 -2.28 0.37  C3 1.078
12 H -1.39 -1.67 0.95  N4 1.008
13 H -2.67 0.94 1.61  C6 1.095
14 H -2.59 1.77 0.05  C6 1.092
15 H -3.20 0.12 0.13  C6 1.101
16 H 0.87 1.25 0.57  C7 1.118



3.
C25H70FN5O5 | ωB97M-V/def2-TZVPD

For the LUMO energy, the calculation gives -8.41 eV. Its total charge is +4. The energy above the lowest of the compared OMol25 structures with the same formula, charge and spin is 0.00 kJ/mol. Its HOMO energy is -18.87 eV.

Bonds (Å) are listed after each position.
Positions of all 106 atoms, in Å:
1 F 0.27 -0.92 0.43  no bonds
2 C 0.14 4.38 -2.82  N3 1.515, H9 1.088, H10 1.086, H11 1.084
3 N 0.96 4.64 -1.57  C2 1.515, C4 1.514, C5 1.514, C6 1.517
4 C 2.36 4.16 -1.86  N3 1.514, H12 1.088, H13 1.091, H14 1.087
5 C 1.03 6.13 -1.32  N3 1.514, H15 1.091, H16 1.087, H17 1.085
6 C 0.53 3.93 -0.30  N3 1.517, C7 1.537, H18 1.093, H19 1.085
7 C 0.09 2.46 -0.42  C6 1.537, O8 1.428, H20 1.097, H21 1.091
8 O 1.22 1.58 -0.42  C7 1.428, H22 0.994
9 H -0.87 4.63 -2.51  C2 1.088
10 H 0.20 3.33 -3.07  C2 1.086
11 H 0.56 5.01 -3.60  C2 1.084
12 H 3.06 4.34 -1.05  C4 1.088
13 H 2.81 4.71 -2.69  C4 1.091
14 H 2.25 3.12 -2.13  C4 1.087
15 H 0.01 6.51 -1.20  C5 1.091
16 H 1.40 6.60 -2.22  C5 1.087
17 H 1.59 6.32 -0.41  C5 1.085
18 H -0.36 4.49 -0.01  C6 1.093
19 H 1.36 4.11 0.37  C6 1.085
20 H -0.51 2.30 -1.32  C7 1.097
21 H -0.59 2.24 0.40  C7 1.091
22 H 0.85 0.75 -0.04  O8 0.994
23 C -6.93 -0.45 1.02  N24 1.503, H30 1.088, H31 1.090, H32 1.089
24 N -5.64 -0.65 0.27  C23 1.503, C25 1.508, C26 1.516, C27 1.528
25 C -5.50 -2.13 0.00  N24 1.508, H33 1.091, H34 1.087, H35 1.087
26 C -5.80 0.10 -1.04  N24 1.516, H36 1.091, H37 1.083, H38 1.084
27 C -4.48 -0.23 1.17  N24 1.528, C28 1.527, H39 1.086, H40 1.091
28 C -3.13 -0.10 0.46  C27 1.527, O29 1.416, H41 1.098, H42 1.096
29 O -2.43 -1.34 0.50  C28 1.416, H43 0.997
30 H -7.15 0.60 1.20  C23 1.088
31 H -6.93 -0.98 1.97  C23 1.090
32 H -7.74 -0.90 0.45  C23 1.089
33 H -4.63 -2.18 -0.65  C25 1.091
34 H -6.40 -2.53 -0.46  C25 1.087
35 H -5.25 -2.74 0.87  C25 1.087
36 H -5.71 1.14 -0.73  C26 1.091
37 H -6.80 -0.15 -1.37  C26 1.083
38 H -4.95 -0.09 -1.69  C26 1.084
39 H -4.46 -0.96 1.98  C27 1.086
40 H -4.81 0.71 1.59  C27 1.091
41 H -2.51 0.59 1.05  C28 1.098
42 H -3.13 0.29 -0.56  C28 1.096
43 H -1.45 -1.18 0.47  O29 0.997
44 C -0.72 -0.79 -5.43  N45 1.494, H51 1.091, H52 1.088, H53 1.090
45 N -0.61 -1.58 -4.17  C44 1.494, C46 1.502, C47 1.499, C48 1.492
46 C -1.62 -1.03 -3.20  N45 1.502, H54 1.090, H55 1.088, H56 1.088
47 C -1.00 -2.99 -4.50  N45 1.499, H57 1.087, H58 1.088, H59 1.089
48 C 0.77 -1.44 -3.63  N45 1.492, C49 1.524, H60 1.090, H61 1.095
49 C 1.22 -2.52 -2.65  C48 1.524, O50 1.415, H62 1.098, H63 1.090
50 O 0.31 -2.80 -1.60  C49 1.415, H64 0.990
51 H -0.72 0.29 -5.24  C44 1.091
52 H -1.61 -1.02 -6.01  C44 1.088
53 H 0.13 -0.90 -6.10  C44 1.090
54 H -1.70 -1.66 -2.32  C46 1.090
55 H -2.61 -0.97 -3.65  C46 1.088
56 H -1.25 -0.06 -2.87  C46 1.088
57 H -0.76 -3.71 -3.72  C47 1.087
58 H -0.55 -3.27 -5.45  C47 1.088
59 H -2.08 -3.04 -4.62  C47 1.089
60 H 1.00 -0.43 -3.31  C48 1.090
61 H 1.42 -1.63 -4.49  C48 1.095
62 H 2.19 -2.16 -2.27  C49 1.098
63 H 1.51 -3.43 -3.17  C49 1.090
64 H 0.38 -2.03 -0.98  O50 0.990
65 C 3.72 -0.07 0.97  N66 1.509, H72 1.089, H73 1.087, H74 1.084
66 N 5.04 0.26 0.30  C65 1.509, C67 1.505, C68 1.540, C69 1.537
67 C 5.73 -1.03 -0.04  N66 1.505, H75 1.088, H76 1.087, H77 1.086
68 C 4.73 1.03 -1.00  N66 1.540, H78 1.084, H79 1.085, H80 1.086
69 C 5.99 1.05 1.22  N66 1.537, C70 1.501, H81 1.088, H82 1.094
70 C 5.43 2.28 1.86  C69 1.501, O71 1.410, H83 1.095, H84 1.102
71 O 4.92 3.18 0.90  C70 1.410, H85 0.961
72 H 3.16 -0.46 0.12  C65 1.089
73 H 3.21 0.85 1.26  C65 1.087
74 H 3.83 -0.73 1.82  C65 1.084
75 H 6.73 -0.83 -0.43  C67 1.088
76 H 5.15 -1.51 -0.82  C67 1.087
77 H 5.79 -1.61 0.87  C67 1.086
78 H 4.31 0.30 -1.67  C68 1.084
79 H 5.66 1.54 -1.26  C68 1.085
80 H 4.03 1.80 -0.70  C68 1.086
81 H 6.99 1.12 0.80  C69 1.088
82 H 6.07 0.28 1.99  C69 1.094
83 H 6.08 2.71 2.62  C70 1.095
84 H 4.63 1.98 2.56  C70 1.102
85 H 4.62 4.00 1.29  O71 0.961
86 C -1.75 -3.12 3.50  N87 1.497, H93 1.088, H94 1.088, H95 1.084
87 N -0.97 -2.44 4.58  C86 1.497, C88 1.518, C89 1.527, C90 1.479
88 C -1.29 -0.96 4.45  N87 1.518, H96 1.084, H97 1.087, H98 1.090
89 C -1.60 -3.01 5.85  N87 1.527, H99 1.087, H100 1.084, H101 1.088
90 C 0.49 -2.68 4.53  N87 1.479, C91 1.517, H102 1.100, H103 1.095
91 C 1.23 -2.65 3.21  C90 1.517, O92 1.425, H104 1.092, H105 1.091
92 O 1.53 -1.33 2.78  C91 1.425, H106 1.000
93 H -1.72 -4.20 3.56  C86 1.088
94 H -1.33 -2.87 2.53  C86 1.088
95 H -2.76 -2.72 3.51  C86 1.084
96 H -0.86 -0.47 5.31  C88 1.084
97 H -2.36 -0.82 4.29  C88 1.087
98 H -0.85 -0.66 3.50  C88 1.090
99 H -1.19 -2.49 6.71  C89 1.087
100 H -1.50 -4.09 5.82  C89 1.084
101 H -2.66 -2.76 5.80  C89 1.088
102 H 0.67 -3.66 4.99  C90 1.100
103 H 0.97 -2.16 5.36  C90 1.095
104 H 0.68 -3.19 2.44  C91 1.092
105 H 2.18 -3.16 3.35  C91 1.091
106 H 1.06 -1.18 1.91  O92 1.000



Calculated Kohn-Sham gap, 6.2216 8.6958 10.4598 eV (same order as the records).